Entry 1:
ORCA calculation (ωB97M-V/def2-TZVPD) on a molecular structure, C46H64AlAsF6N2S5SbSi3.

The geometry in XYZ format:
```
129
Properties=species:S:1:pos:R:3:forces:R:3
Al -0.888 -0.994 0.108 0.18 -0.19 0.22
C 3.907 -1.310 5.378 0.03 -0.02 -0.01
C 4.220 -1.168 3.889 0.00 -0.04 -0.02
C 4.777 0.240 3.634 -0.01 0.03 0.01
C 5.269 -2.221 3.497 -0.03 0.01 -0.01
C 2.977 -1.355 3.031 -0.02 0.03 0.00
C 1.712 -1.544 3.567 0.08 -0.05 -0.02
C 0.616 -1.629 2.729 -0.13 0.02 0.08
N 0.707 -1.549 1.406 -0.19 -0.32 -0.14
C 1.923 -1.391 0.868 -0.02 0.03 -0.25
C 3.062 -1.294 1.639 0.05 0.06 0.03
C 1.922 -1.253 -0.612 -0.06 -0.08 0.28
C 3.064 -1.234 -1.381 0.08 -0.05 0.00
C 2.988 -1.118 -2.770 -0.02 0.05 -0.04
C 1.717 -1.049 -3.320 0.05 0.01 0.00
C 0.614 -1.055 -2.489 0.04 0.18 0.12
N 0.699 -1.146 -1.165 0.04 0.30 -0.04
C 4.261 -1.037 -3.600 0.01 -0.02 0.02
C 5.012 0.241 -3.192 0.00 -0.02 0.02
C 3.965 -0.978 -5.098 -0.01 -0.02 0.01
C 5.139 -2.265 -3.318 -0.01 0.00 -0.02
H 4.820 -1.150 5.952 0.00 0.00 0.01
H 3.535 -2.309 5.617 -0.01 0.01 0.00
H 3.170 -0.575 5.708 0.01 -0.01 0.00
H 5.678 0.395 4.231 -0.01 0.00 0.00
H 4.044 1.001 3.911 0.01 0.00 -0.01
H 5.040 0.388 2.585 0.00 0.00 0.01
H 6.134 -2.143 4.156 0.00 0.01 -0.01
H 5.618 -2.084 2.472 -0.01 -0.01 0.01
H 4.860 -3.229 3.585 0.02 0.00 0.02
H 1.544 -1.602 4.631 -0.04 0.04 0.02
H -0.369 -1.713 3.162 0.20 -0.02 -0.10
H 4.016 -1.126 1.160 0.01 -0.01 0.01
H 4.026 -1.320 -0.898 0.00 0.00 -0.01
H 1.556 -0.992 -4.387 -0.01 0.02 0.00
H -0.382 -0.976 -2.892 0.06 0.08 0.05
H 4.382 1.123 -3.322 0.01 -0.01 -0.01
H 5.902 0.358 -3.812 0.00 0.00 0.01
H 5.331 0.203 -2.149 -0.01 0.01 -0.01
H 3.416 -0.074 -5.367 -0.01 -0.01 0.00
H 3.392 -1.846 -5.431 0.01 0.01 0.00
H 4.906 -0.972 -5.649 -0.01 0.02 0.00
H 5.400 -2.350 -2.263 0.00 0.00 -0.01
H 6.068 -2.186 -3.885 -0.01 -0.01 0.00
H 4.633 -3.184 -3.619 0.00 0.01 0.01
C -0.492 0.764 0.947 -0.06 -0.19 -0.12
C -0.068 1.453 1.868 -0.05 0.39 -0.11
C 0.378 2.217 2.949 0.12 -0.02 -0.02
C 1.051 3.499 2.710 -0.13 -0.15 0.03
C 1.814 3.693 1.555 0.01 0.07 -0.04
C 2.408 4.916 1.291 0.01 0.01 0.00
C 2.243 5.978 2.171 -0.01 -0.02 -0.01
C 1.488 5.800 3.323 0.01 -0.03 0.01
C 0.902 4.574 3.594 -0.01 0.04 0.03
C 0.210 1.646 4.282 -0.04 -0.01 -0.05
C 1.096 1.946 5.326 0.03 -0.01 0.04
C 0.970 1.326 6.559 0.01 0.00 -0.03
C -0.033 0.388 6.776 0.04 0.05 -0.05
C -0.920 0.081 5.750 -0.03 0.04 0.15
C -0.803 0.704 4.520 -0.05 0.04 0.07
H 1.937 2.865 0.873 0.00 -0.09 -0.11
H 3.006 5.042 0.396 -0.03 -0.01 0.00
H 2.690 6.940 1.954 0.02 -0.01 0.02
H 1.350 6.624 4.011 -0.02 0.00 0.00
H 0.291 4.450 4.479 0.02 0.00 0.00
H 1.903 2.648 5.156 -0.01 0.02 0.01
H 1.663 1.571 7.355 0.02 -0.01 0.00
H -0.123 -0.101 7.738 -0.01 0.01 0.01
H -1.700 -0.656 5.899 0.10 0.20 0.05
H -1.507 0.474 3.728 0.02 -0.01 0.03
C -4.140 -5.664 -0.464 -0.01 -0.02 -0.03
S -4.622 -4.528 -1.790 0.02 0.06 0.05
C -3.100 -4.304 -2.633 0.02 -0.06 -0.03
C -1.997 -3.680 -2.165 0.05 0.13 -0.06
S -1.835 -3.091 -0.536 0.04 -0.07 0.30
S -0.679 -3.603 -3.310 0.02 -0.18 0.01
C -1.479 -4.259 -4.694 -0.01 -0.03 0.04
S -0.786 -4.315 -6.182 0.00 0.02 -0.01
S -3.048 -4.839 -4.298 -0.06 -0.15 0.01
H -4.954 -5.641 0.260 0.00 -0.02 -0.02
H -3.232 -5.314 0.021 -0.02 0.02 0.01
H -4.011 -6.672 -0.849 0.00 0.00 0.01
F -2.088 -1.336 1.564 -0.08 -0.19 0.12
Sb -3.048 -2.595 2.954 -0.10 0.62 0.32
F -3.837 -0.928 3.312 -0.35 0.04 0.20
F -2.104 -2.175 4.538 0.23 -0.20 -0.20
F -3.811 -4.062 3.831 -0.12 0.14 0.26
F -1.560 -3.623 2.501 -0.04 -0.36 -0.45
F -4.453 -2.808 1.750 0.21 -0.28 -0.68
C -3.876 1.482 -4.931 -0.09 0.15 0.07
Si -2.954 0.140 -4.018 0.17 -0.21 -0.10
C -3.982 -1.415 -4.073 -0.10 -0.04 0.08
C -1.369 -0.120 -5.000 0.08 -0.01 0.04
As -2.364 0.536 -1.748 -0.10 0.24 -0.03
Si -4.480 0.972 -0.755 0.06 0.01 -0.08
C -5.258 -0.696 -0.618 -0.15 -0.15 -0.09
C -4.191 1.779 0.891 0.12 0.00 0.14
C -5.559 2.039 -1.843 0.01 0.16 -0.07
Si -1.242 2.628 -1.870 0.13 0.07 -0.10
C 0.595 2.284 -1.990 0.05 -0.12 0.02
C -1.665 3.574 -3.428 -0.09 -0.01 -0.11
C -1.622 3.785 -0.460 -0.11 -0.04 0.14
H -4.256 1.015 -5.845 0.01 0.01 0.00
H -3.223 2.304 -5.218 -0.01 0.00 -0.05
H -4.724 1.893 -4.387 -0.02 -0.01 -0.03
H -3.725 -1.985 -4.971 -0.06 0.02 0.01
H -5.049 -1.182 -4.113 0.00 -0.01 0.00
H -3.812 -2.056 -3.205 0.00 0.10 -0.10
H -1.557 0.153 -6.042 0.00 -0.04 0.00
H -1.047 -1.166 -4.986 0.02 0.04 -0.02
H -0.550 0.506 -4.636 -0.01 0.02 -0.06
H -4.685 -1.347 0.030 0.09 -0.18 0.15
H -5.312 -1.181 -1.595 -0.06 0.02 0.03
H -6.273 -0.625 -0.214 0.02 0.02 0.00
H -3.343 1.321 1.404 -0.03 0.00 0.04
H -5.074 1.653 1.524 0.00 0.01 -0.01
H -3.989 2.846 0.785 -0.02 0.00 0.02
H -5.953 1.455 -2.677 -0.03 0.03 0.02
H -5.037 2.909 -2.246 -0.03 0.01 0.02
H -6.408 2.399 -1.255 0.00 -0.02 -0.01
H 0.844 1.805 -2.941 0.00 0.04 0.02
H 0.941 1.643 -1.180 0.05 0.01 0.06
H 1.136 3.233 -1.934 0.02 0.01 -0.01
H -1.315 3.071 -4.332 0.00 0.03 0.01
H -1.166 4.546 -3.367 0.00 -0.01 -0.02
H -2.736 3.754 -3.530 0.01 0.04 0.01
H -1.657 3.283 0.504 0.04 0.00 0.05
H -2.578 4.290 -0.627 0.03 0.00 0.00
H -0.836 4.545 -0.419 -0.03 0.01 -0.01
```
Positions in Å, forces in eV/Å.

LUMO (alpha / beta) = -0.028 / -0.036 hartree
Spin multiplicity = 2
Charge = 0
Energy relative to the best compared isomer or geometry (same formula, charge and spin) = 24.14 kcal per mole
<S²> = 0.785

=====

Entry 2:
ORCA calculation (ωB97M-V/def2-TZVPD) on a molecular structure, C75H98BrGe2N5O3S4SbTi.

The geometry in XYZ format:
```
190
Properties=species:S:1:pos:R:3:forces:R:3
Ti 0.257 0.655 1.305 -2.71 0.23 -0.97
N -1.176 -0.933 1.361 -1.12 -0.49 0.02
C -0.967 -2.385 1.496 0.05 -0.32 0.12
C -0.908 -3.078 0.128 0.27 0.03 -0.06
C 0.482 -3.597 -0.245 -0.06 -0.13 -0.05
N 1.528 -2.679 0.169 -0.21 0.10 -0.49
H -1.518 -0.580 2.260 -0.02 -0.22 -0.30
H -1.937 -0.777 0.668 0.48 0.09 0.48
H -1.796 -2.813 2.082 0.30 0.07 -0.03
H -0.017 -2.537 2.023 -0.23 -0.08 0.05
H -1.251 -2.386 -0.646 -0.04 -0.01 0.08
H -1.599 -3.921 0.114 -0.11 -0.01 -0.06
H 0.485 -3.803 -1.326 0.02 -0.10 0.16
H 0.660 -4.549 0.270 -0.10 -0.06 -0.12
H 1.272 -1.718 -0.070 0.27 -0.23 -0.03
H 2.381 -2.890 -0.338 0.03 0.14 0.06
C 1.275 6.315 -3.835 -0.10 0.05 0.00
C -0.015 5.881 -3.201 -0.03 0.02 0.00
C -0.181 5.908 -1.827 -0.01 -0.06 -0.10
C -1.368 5.509 -1.231 0.00 0.05 0.10
C -1.489 5.584 0.261 0.07 -0.02 0.08
C -2.424 5.061 -2.031 0.25 0.16 -0.17
C -2.284 5.066 -3.420 -0.02 0.11 0.00
C -3.411 4.649 -4.320 0.04 -0.02 0.02
C -1.084 5.473 -3.984 0.04 0.02 0.10
C -3.711 4.662 -1.405 -0.16 0.10 -0.07
C -4.692 5.638 -1.249 0.04 0.05 -0.04
C -5.894 5.345 -0.636 -0.08 0.06 0.04
C -6.104 4.077 -0.125 -0.07 -0.03 -0.05
C -5.134 3.092 -0.269 -0.20 0.11 -0.02
C -3.954 3.366 -0.955 0.53 -0.63 -0.19
Ge -2.506 1.963 -1.043 0.08 0.40 0.12
S -1.613 2.149 0.920 -0.97 0.49 -0.69
S -2.930 -0.259 -1.283 1.62 0.01 -1.14
Ge -0.634 -0.026 -2.360 -0.50 1.26 -0.22
S 1.045 0.519 -0.851 -0.66 -0.69 -2.15
S -1.237 2.118 -2.924 -0.20 -0.42 0.52
C -0.199 -0.947 -4.231 -0.33 -0.08 1.78
C 1.034 -0.709 -4.831 0.09 0.14 0.03
C 1.437 -1.468 -5.924 -0.06 0.04 -0.04
C 0.618 -2.458 -6.430 0.03 -0.03 -0.08
C -0.619 -2.671 -5.859 0.03 0.06 -0.07
C -1.032 -1.929 -4.757 -0.16 -0.05 -0.08
C -2.379 -2.230 -4.219 -0.38 -0.14 0.02
C -3.457 -1.399 -4.522 0.02 -0.04 -0.10
C -3.242 -0.144 -5.308 0.02 0.06 0.06
C -4.728 -1.753 -4.092 0.03 -0.03 -0.02
C -4.949 -2.909 -3.362 -0.03 -0.03 -0.02
C -6.325 -3.297 -2.900 0.08 0.01 -0.04
C -3.869 -3.733 -3.082 0.01 0.12 0.03
C -2.592 -3.416 -3.518 0.03 -0.03 0.10
C -1.448 -4.354 -3.272 -0.04 0.03 0.00
C 1.925 0.377 -4.368 0.34 0.22 -0.01
C 1.775 1.660 -4.889 -0.02 -0.07 0.03
C 0.672 1.990 -5.846 -0.02 0.00 0.02
C 2.666 2.650 -4.500 0.10 0.01 0.09
C 3.694 2.393 -3.610 0.01 0.05 -0.06
C 4.647 3.480 -3.204 -0.05 -0.06 0.04
C 3.832 1.106 -3.105 -0.05 -0.01 -0.10
C 2.966 0.094 -3.481 0.09 -0.01 -0.02
C 3.119 -1.301 -2.956 -0.01 0.06 -0.03
C -5.345 1.763 0.350 -0.16 -0.28 0.22
C -5.117 1.595 1.717 0.02 0.09 0.09
C -4.693 2.745 2.576 -0.01 0.02 0.03
C -5.250 0.332 2.276 0.02 -0.08 -0.06
C -5.595 -0.767 1.507 -0.03 -0.06 0.01
C -5.685 -2.141 2.110 -0.07 0.09 -0.05
C -5.869 -0.572 0.161 0.02 0.06 0.11
C -5.768 0.682 -0.424 -0.08 -0.02 0.06
C -6.076 0.876 -1.876 0.06 0.05 -0.04
H 2.091 6.290 -3.115 0.07 -0.01 -0.01
H 1.189 7.334 -4.220 0.06 0.01 -0.02
H 1.517 5.659 -4.669 0.11 0.01 -0.08
H 0.632 6.249 -1.197 0.06 -0.01 0.05
H -0.892 6.408 0.650 -0.01 0.09 0.02
H -1.126 4.660 0.715 -0.07 0.03 0.03
H -2.527 5.718 0.557 -0.03 0.01 0.17
H -4.237 4.237 -3.747 -0.09 -0.05 -0.08
H -3.066 3.892 -5.022 -0.01 -0.09 -0.11
H -3.771 5.508 -4.887 -0.09 0.00 -0.07
H -0.974 5.465 -5.060 -0.01 -0.05 -0.16
H -4.497 6.640 -1.611 0.04 0.05 -0.05
H -6.656 6.108 -0.539 -0.01 0.02 0.03
H -7.023 3.839 0.392 -0.07 -0.03 0.05
H 2.396 -1.265 -6.380 0.11 0.05 0.00
H 0.937 -3.056 -7.271 0.05 -0.04 -0.11
H -1.282 -3.423 -6.264 -0.09 -0.08 -0.01
H -2.509 -0.304 -6.098 -0.04 0.07 -0.09
H -2.845 0.631 -4.649 0.01 0.16 -0.02
H -4.176 0.210 -5.742 -0.01 0.04 -0.02
H -5.559 -1.104 -4.334 -0.09 0.05 -0.01
H -7.057 -2.536 -3.159 -0.08 0.05 0.02
H -6.333 -3.442 -1.821 -0.09 -0.01 0.09
H -6.629 -4.237 -3.363 -0.07 -0.04 0.01
H -4.027 -4.642 -2.516 0.01 -0.11 0.05
H -1.605 -4.931 -2.364 0.02 -0.08 0.09
H -0.522 -3.791 -3.189 0.11 -0.15 0.05
H -1.343 -5.048 -4.108 0.08 -0.06 -0.01
H 0.258 1.088 -6.289 -0.09 0.06 -0.13
H 1.031 2.649 -6.636 -0.02 0.04 -0.06
H -0.127 2.499 -5.305 -0.12 0.08 -0.08
H 2.552 3.644 -4.909 0.00 0.12 -0.04
H 4.466 4.389 -3.773 0.02 0.06 0.00
H 5.680 3.167 -3.365 0.05 0.04 0.03
H 4.525 3.709 -2.146 0.05 0.09 0.08
H 4.632 0.893 -2.407 0.07 -0.06 0.08
H 3.878 -1.341 -2.179 0.05 -0.05 0.09
H 3.389 -1.984 -3.762 0.05 -0.10 0.01
H 2.169 -1.632 -2.539 0.04 -0.16 0.10
H -5.269 3.638 2.346 0.00 0.10 0.07
H -3.642 2.959 2.382 0.07 0.11 0.04
H -4.811 2.506 3.632 0.01 -0.01 0.06
H -5.076 0.208 3.339 0.00 -0.01 0.04
H -5.306 -2.153 3.131 0.03 -0.02 0.01
H -5.111 -2.849 1.513 0.04 -0.11 0.02
H -6.721 -2.481 2.127 -0.03 -0.09 0.02
H -6.130 -1.421 -0.452 -0.11 -0.13 -0.15
H -6.642 0.033 -2.264 -0.07 -0.08 -0.08
H -5.145 0.948 -2.439 0.01 0.00 -0.18
H -6.632 1.798 -2.036 -0.09 0.02 -0.06
C 4.965 -6.142 2.907 -0.03 0.18 0.06
C 3.955 -5.316 2.125 -0.22 0.39 0.26
C 4.536 -4.976 0.760 -0.07 0.15 0.22
C 2.709 -6.172 1.942 -0.07 0.19 0.06
Sb 3.200 -3.287 2.953 0.76 -0.69 0.81
C 2.316 -3.930 4.976 0.41 0.04 -0.37
C 0.865 -4.244 4.631 0.23 0.12 -0.17
C 2.973 -5.137 5.629 0.00 0.13 -0.20
C 2.337 -2.751 5.936 0.13 0.03 -0.22
C 5.211 -2.256 3.365 -0.25 -0.44 0.10
C 5.053 -1.272 4.514 -0.13 -0.12 -0.03
C 5.444 -1.494 2.067 -0.26 -0.15 0.09
C 6.406 -3.151 3.657 -0.22 0.00 -0.07
H 5.132 -7.089 2.386 0.00 -0.16 -0.12
H 4.606 -6.382 3.903 0.03 -0.03 0.14
H 5.928 -5.653 2.991 0.13 0.06 0.07
H 4.783 -5.880 0.200 -0.01 -0.19 -0.06
H 5.450 -4.396 0.865 0.14 0.13 -0.09
H 3.822 -4.397 0.177 -0.02 0.07 -0.20
H 2.920 -7.027 1.293 0.07 -0.10 -0.10
H 1.899 -5.601 1.493 -0.15 -0.03 -0.06
H 2.370 -6.567 2.897 -0.15 -0.03 0.10
H 0.793 -4.941 3.798 -0.14 -0.15 -0.09
H 0.350 -3.326 4.356 -0.18 0.06 -0.08
H 0.353 -4.681 5.491 -0.07 -0.04 0.16
H 2.805 -6.039 5.042 0.07 -0.12 0.01
H 2.541 -5.297 6.622 -0.09 -0.05 0.11
H 4.044 -4.988 5.754 0.11 -0.06 0.03
H 1.940 -1.856 5.463 -0.01 0.13 0.07
H 3.346 -2.544 6.282 0.09 0.07 0.09
H 1.727 -2.977 6.815 -0.13 -0.07 0.11
H 4.097 -0.760 4.476 -0.07 0.13 0.16
H 5.845 -0.521 4.475 0.14 0.10 -0.06
H 5.135 -1.778 5.474 -0.04 -0.04 0.10
H 4.593 -0.854 1.858 0.03 0.12 -0.19
H 5.566 -2.176 1.227 0.04 -0.05 -0.18
H 6.337 -0.868 2.131 0.14 0.10 0.06
H 6.214 -3.805 4.507 0.06 -0.11 0.03
H 7.276 -2.533 3.903 0.11 0.11 0.02
H 6.673 -3.751 2.790 0.06 -0.13 -0.02
C 1.317 4.390 3.763 0.15 0.02 -0.16
N 0.457 3.276 4.063 0.19 -0.35 -0.78
C -0.274 3.244 5.245 0.10 0.40 0.62
C -1.207 2.250 5.419 -0.19 -0.70 -0.62
C -1.339 1.275 4.439 0.00 0.83 0.84
N -0.503 1.246 3.355 0.57 0.01 -0.56
C 0.329 2.260 3.159 -0.76 1.12 1.72
O 0.990 2.313 2.085 0.88 0.95 -0.19
N -2.309 0.283 4.503 -0.08 -0.58 -0.06
H 0.802 5.323 4.001 0.03 0.01 -0.01
H 1.549 4.348 2.698 0.06 0.16 0.19
H 2.248 4.323 4.335 0.00 0.12 -0.01
H -0.089 4.041 5.944 0.04 0.06 0.06
H -1.832 2.241 6.297 -0.11 -0.01 0.08
H -2.772 0.114 3.616 -0.14 0.18 0.14
H -2.970 0.459 5.246 -0.08 -0.10 -0.17
Br 6.628 4.414 1.804 -0.11 -0.06 0.00
C 5.258 3.137 2.162 0.00 -0.05 -0.01
C 4.904 2.882 3.476 0.25 0.23 -0.18
C 3.932 1.937 3.728 -0.36 -0.53 -0.29
C 3.318 1.241 2.682 0.57 0.49 -0.14
C 3.679 1.532 1.360 -0.13 -0.29 0.49
C 4.652 2.476 1.102 0.20 0.18 0.05
C 2.239 0.255 2.996 0.26 -0.42 2.21
O 1.933 0.006 4.163 0.68 0.27 -0.67
O 1.633 -0.298 2.004 1.72 -1.39 0.24
H 5.385 3.417 4.285 -0.01 -0.01 -0.01
H 3.632 1.723 4.744 -0.07 -0.07 0.04
H 3.183 1.013 0.543 0.13 0.08 0.09
H 4.946 2.707 0.091 0.01 0.00 -0.13
```
Positions in Å, forces in eV/Å.

LUMO (alpha / beta) = 0.069 / 0.066 hartree
Spin multiplicity = 3
Charge = -1
Energy relative to the best compared isomer or geometry (same formula, charge and spin) = 22.90 kcal per mole
<S²> = 2.024

=====

Which of these has the lowest spin multiplicity? C46H64AlAsF6N2S5SbSi3

=====

Which value of charge does entry 2 give? -1

=====

Which of these has the lowest spin multiplicity? C46H64AlAsF6N2S5SbSi3